Density functional theory data (ωB97M-V with the def2-TZVPD basis set) for a single C3H5N3 molecule in a non-equilibrium geometry.

Element x y z (Å)
1 C -1.5618 0.2390 0.6080
2 N -0.3304 -0.5022 0.3759
3 C 0.8026 -0.2108 -0.3197
4 N 1.3325 -1.2735 -0.8101
5 C 1.4027 1.1152 -0.4192
6 N 2.0122 2.0864 -0.5809
7 H -1.3741 1.3081 0.7678
8 H -2.2764 0.1350 -0.2173
9 H -2.0354 -0.1446 1.5183
10 H -0.2719 -1.5164 0.1541
11 H 2.3000 -1.2362 -1.0770

Values from the calculation:
LUMO level in eV: 0.5
Multiplicity: 1
Energy above the lowest of the compared OMol25 structures with the same formula, charge and spin in kJ/mol: 145.36
Molar mass in g mol⁻¹: 83.09
DFT total energy in eV: -7660.94895
HOMO-LUMO gap in eV: 10.00

---

Density functional theory data (ωB97M-V with the def2-TZVPD basis set) for a single C4H6O8 molecule in a non-equilibrium geometry.

Element x y z (Å)
1 C -1.2579 -1.3645 -0.2236
2 C -1.5248 0.0987 -0.2392
3 C 0.4659 0.1911 0.5822
4 C 0.9712 -0.8683 -0.4212
5 O -1.9644 -2.2132 0.2397
6 O -0.0708 -1.7649 -0.7344
7 O -2.5870 0.4466 0.5469
8 O -1.3756 0.6597 -1.4999
9 O 0.8230 1.4542 0.4049
10 O 0.3837 -0.3962 1.7898
11 O 1.3426 -0.0873 -1.5332
12 O 1.9793 -1.5888 0.1367
13 H -3.2274 -0.1798 0.8332
14 H -1.1227 1.5657 -1.2740
15 H 1.3775 1.3798 -0.4121
16 H -0.0187 0.1736 2.4125
17 H 2.2322 -0.3022 -1.7552
18 H 1.5889 -2.3194 0.7152

Values from the calculation:
LUMO level in eV: 0.3
Multiplicity: 1
Energy above the lowest of the compared OMol25 structures with the same formula, charge and spin in kJ/mol: 191.23
Molar mass in g mol⁻¹: 182.08
DFT total energy in eV: -20623.00964
HOMO-LUMO gap in eV: 8.43

---

Density functional theory data (ωB97M-V with the def2-TZVPD basis set) for a molecular structure, C35H55N5O5PbSSi4 in a non-equilibrium geometry.

Element x y z (Å)
1 Pb 0.6988 0.2855 1.3396
2 C -4.1231 -1.5271 -5.3078
3 O -3.3086 -0.5163 -4.7578
4 C -3.1408 -0.4712 -3.4148
5 C -3.7886 -1.2992 -2.4948
6 C -3.5403 -1.1301 -1.1535
7 C -2.6871 -0.1369 -0.6549
8 C -2.4604 0.0102 0.7772
9 C -3.0964 -0.9617 1.7312
10 O -1.7640 0.9247 1.2228
11 C -2.0435 0.7159 -1.5924
12 O -1.2279 1.6929 -1.2172
13 C -2.2682 0.4995 -2.9438
14 H -4.0427 -1.4127 -6.3872
15 H -5.1695 -1.4101 -5.0110
16 H -3.7751 -2.5224 -5.0190
17 H -4.4745 -2.0652 -2.8237
18 H -4.0320 -1.7923 -0.4596
19 H -4.1803 -0.9778 1.6286
20 H -2.8254 -0.6711 2.7430
21 H -2.6932 -1.9605 1.5610
22 H -1.7559 1.1071 -3.6633
23 N 5.8629 -3.9838 3.8894
24 C 4.6008 -3.8545 3.3549
25 C 4.2405 -4.5637 2.2045
26 C 2.9676 -4.4532 1.6803
27 C 2.0410 -3.6399 2.3044
28 C 2.3702 -2.9548 3.4584
29 C 3.6414 -3.0581 3.9867
30 S 0.4510 -3.3047 1.5670
31 O 0.0091 -4.3941 0.7450
32 O -0.4584 -2.8890 2.6015
33 N 0.7809 -1.9493 0.6756
34 C 1.3919 -2.1155 -0.5017
35 N 1.9417 -3.2971 -0.8096
36 C 2.4927 -3.4210 -1.9979
37 C 2.5508 -2.3844 -2.9186
38 C 2.0007 -1.1851 -2.4896
39 N 1.4425 -1.0353 -1.3068
40 H 6.5791 -4.3384 3.2774
41 H 6.1636 -3.2715 4.5338
42 H 4.9721 -5.2050 1.7355
43 H 2.6728 -4.9721 0.7844
44 H 1.6094 -2.3543 3.9256
45 H 3.9081 -2.5418 4.8980
46 H 2.9119 -4.3976 -2.2125
47 H 3.0114 -2.4956 -3.8859
48 H 2.0039 -0.3029 -3.1207
49 N 3.0860 0.0923 2.1396
50 H 3.2191 -0.9084 2.2206
51 H 3.1057 0.4880 3.0805
52 H 3.8345 0.4862 1.5845
53 C 0.1113 0.1239 3.6756
54 C 0.9906 1.0250 4.4267
55 C 2.1709 0.5841 5.0414
56 C 3.0490 1.4743 5.6380
57 C 2.7654 2.8301 5.6594
58 C 1.5723 3.2769 5.1090
59 C 0.7077 2.3951 4.4983
60 H -0.9116 0.4842 3.7063
61 H 0.1260 -0.8933 4.0458
62 H 2.3710 -0.4785 5.0714
63 H 3.9617 1.1055 6.0873
64 H 3.4514 3.5310 6.1132
65 H 1.3143 4.3246 5.1673
66 H -0.2154 2.7550 4.0715
67 C 1.5724 5.5938 -1.1575
68 Si 1.2271 3.7294 -0.8442
69 C 2.5535 2.7413 -1.8126
70 C 1.6040 3.5345 1.0326
71 Si -0.9563 3.2903 -1.6550
72 Si -2.6802 4.4323 -0.4860
73 C -2.4430 6.3256 -0.6420
74 C -2.6599 3.9417 1.3595
75 C -4.3842 4.0288 -1.2732
76 Si -1.0202 3.5777 -4.0387
77 C 0.0383 2.2867 -5.0039
78 C -2.7875 3.5516 -4.7967
79 C -0.3153 5.2832 -4.5451
80 H 2.6365 5.7869 -1.2599
81 H 1.2166 6.2029 -0.3321
82 H 1.0906 5.9630 -2.0551
83 H 3.5633 2.9801 -1.4906
84 H 2.4985 2.9540 -2.8766
85 H 2.4099 1.6736 -1.6798
86 H 2.2901 2.7169 1.2349
87 H 0.6974 3.3349 1.5930
88 H 2.0493 4.4335 1.4512
89 H -1.5843 6.6635 -0.0707
90 H -3.3116 6.8678 -0.2819
91 H -2.2852 6.6187 -1.6747
92 H -1.9292 4.5226 1.9146
93 H -2.3741 2.8977 1.4529
94 H -3.6196 4.0606 1.8529
95 H -4.3923 4.3053 -2.3235
96 H -5.2103 4.5520 -0.7987
97 H -4.5930 2.9644 -1.2177
98 H 0.5646 1.6235 -4.3238
99 H 0.7871 2.7741 -5.6216
100 H -0.5683 1.6668 -5.6588
101 H -3.3348 2.6531 -4.5307
102 H -2.7632 3.6018 -5.8828
103 H -3.3738 4.3978 -4.4532
104 H 0.7290 5.3886 -4.2700
105 H -0.8588 6.0981 -4.0768
106 H -0.3791 5.4294 -5.6206

Values from the calculation:
LUMO level in eV: 0.3
Multiplicity: 1
Energy above the lowest of the compared OMol25 structures with the same formula, charge and spin in kJ/mol: 110.02
Molar mass in g mol⁻¹: 977.47
DFT total energy in eV: -102472.52415
HOMO-LUMO gap in eV: 7.11

---

Density functional theory data (ωB97M-V with the def2-TZVPD basis set) for 2 unconnected molecules or ions with the total composition C3H4BrO3 in a non-equilibrium geometry.

Element x y z (Å)
1 C 0.5416 -2.3647 -0.9971
2 C 0.5356 1.2618 1.1190
3 C -1.1293 1.0618 -0.4974
4 O 1.0748 -2.6148 -0.0036
5 O 0.2168 -2.2314 -2.0977
6 O 0.2606 0.9620 -0.2229
7 Br -1.6919 -0.9964 -0.0601
8 H 1.3117 0.6514 1.3139
9 H -0.3921 0.9631 1.7666
10 H 0.7265 2.3390 1.3038
11 H -1.4543 0.9680 -1.6245

Values from the calculation:
LUMO level in eV: 3.7
Multiplicity: 1
Energy above the lowest of the compared OMol25 structures with the same formula, charge and spin in kJ/mol: 347.97
Molar mass in g mol⁻¹: 167.97
DFT total energy in eV: -79359.88882
Total charge: -1
HOMO-LUMO gap in eV: 6.18

---

Density functional theory data (ωB97M-V with the def2-TZVPD basis set) for a molecular structure, C13H35BCuNO7 in a non-equilibrium geometry.

Element x y z (Å)
1 Cu 0.5276 0.4391 -0.9167
2 C -0.9821 1.2528 -5.3595
3 O -0.4630 0.5707 -4.5313
4 O -0.8184 0.7667 -6.4619
5 O -0.8095 2.4752 -5.3219
6 B 3.3843 -2.0901 -3.2814
7 H 2.3677 -2.3851 -3.0722
8 H 4.0936 -2.5191 -2.5907
9 H 3.6591 -2.5208 -4.2319
10 H 3.3875 -1.0121 -3.3280
11 C -0.8861 -4.5703 -0.5663
12 O -0.1656 -3.5161 0.2435
13 C 1.1993 -3.8593 0.2585
14 C 1.8557 -2.8915 1.2270
15 N 2.3598 -1.6559 0.6358
16 C 3.0767 -0.9082 1.6285
17 C 3.6937 0.3009 0.9011
18 O 2.7771 0.9787 0.1149
19 C 3.4267 2.0092 -0.6697
20 H -1.9283 -4.2513 -0.5820
21 H -0.9151 -5.5683 -0.1289
22 H -0.5120 -4.6267 -1.5885
23 H 1.6591 -3.8320 -0.7294
24 H 1.3070 -4.8460 0.7089
25 H 2.6603 -3.4964 1.6450
26 H 1.2414 -2.5823 2.0726
27 H 2.7876 -1.9620 -0.2264
28 H 3.8397 -1.4993 2.1350
29 H 2.4754 -0.6260 2.4927
30 H 4.4892 -0.0994 0.2726
31 H 4.1853 0.8958 1.6709
32 H 4.1553 1.6157 -1.3785
33 H 4.0801 2.6273 -0.0540
34 H 2.7666 2.5642 -1.3364
35 C -2.8421 5.5864 -0.6276
36 C -1.4997 5.0400 -0.2157
37 C -1.5848 4.4870 1.2867
38 O -1.0111 3.9967 -1.0368
39 H -3.1220 6.4904 -0.0867
40 H -3.6301 4.8427 -0.5089
41 H -2.8855 5.9961 -1.6367
42 H -0.7242 5.7920 -0.3617
43 H -2.3391 3.7030 1.3529
44 H -1.7729 5.3174 1.9672
45 H -0.6353 4.0819 1.6367
46 H -1.1920 4.1413 -1.9684
47 C -4.5666 -1.8303 2.3222
48 C -3.3888 -0.8905 2.1874
49 C -2.5157 -0.6913 3.4574
50 O -2.5470 -1.0521 1.0782
51 H -4.3446 -2.8946 2.2440
52 H -5.1609 -1.9538 1.4168
53 H -5.2847 -1.5890 3.1059
54 H -3.7955 0.1112 2.0481
55 H -2.5497 -1.5389 4.1419
56 H -2.7946 0.0993 4.1539
57 H -1.4779 -0.4442 3.2336
58 H -2.3108 -1.9791 1.1581

Values from the calculation:
LUMO level in eV: 3.9
Multiplicity: 1
Energy above the lowest of the compared OMol25 structures with the same formula, charge and spin in kJ/mol: 0.00
Molar mass in g mol⁻¹: 391.78
DFT total energy in eV: -75174.89210
Total charge: -2
HOMO-LUMO gap in eV: 2.54

---

Density functional theory data (ωB97M-V with the def2-TZVPD basis set) for a single C18H21N3S molecule.

Element x y z (Å)
1 C -0.3091 -1.9681 2.3126
2 C 0.7543 -1.7804 1.2733
3 C 1.5403 -0.6399 1.2431
4 C 2.5346 -0.4835 0.2843
5 C 2.7713 -1.4809 -0.6631
6 C 1.9763 -2.6173 -0.6273
7 C 0.9825 -2.7676 0.3206
8 H 0.3777 -3.6625 0.3282
9 H 2.1395 -3.3971 -1.3571
10 C 3.8547 -1.3145 -1.6839
11 H 3.7794 -2.0813 -2.4501
12 H 4.8385 -1.3950 -1.2187
13 H 3.7865 -0.3362 -2.1572
14 N 3.3657 0.6526 0.2982
15 C 3.0244 1.9392 0.5061
16 S 4.1484 3.0627 0.9640
17 N 1.7431 2.3432 0.2908
18 N 0.8448 1.6051 -0.3786
19 C -0.2707 2.1037 -0.7023
20 C -1.2991 1.2966 -1.4252
21 C -2.4950 1.0931 -0.5194
22 C -3.7872 1.3026 -0.9792
23 C -4.8724 1.0836 -0.1478
24 C -4.6759 0.6556 1.1535
25 C -3.3888 0.4462 1.6200
26 C -2.3058 0.6640 0.7882
27 H -1.3007 0.5023 1.1472
28 H -3.2296 0.1140 2.6357
29 H -5.5225 0.4870 1.8025
30 H -5.8737 1.2494 -0.5176
31 H -3.9476 1.6376 -1.9945
32 C -0.7488 -0.0534 -1.8860
33 H -0.4170 -0.6355 -1.0322
34 H 0.1013 0.0944 -2.5458
35 H -1.5202 -0.6070 -2.4160
36 H -1.6239 1.8725 -2.3008
37 H -0.5487 3.1339 -0.4449
38 H 1.5589 3.3296 0.4872
39 H 4.3632 0.4855 0.2855
40 H 1.3979 0.1360 1.9816
41 H -0.3153 -1.1430 3.0203
42 H -0.1405 -2.8938 2.8612
43 H -1.2906 -2.0337 1.8437

Values from the calculation:
LUMO level in eV: 0.7
Multiplicity: 1
Energy above the lowest of the compared OMol25 structures with the same formula, charge and spin in kJ/mol: 97.68
Molar mass in g mol⁻¹: 311.45
DFT total energy in eV: -34312.38126
HOMO-LUMO gap in eV: 8.76